Entry from the Open Molecules 2025 dataset: the ion C4H10O2P with charge -1 (ωB97M-V/def2-TZVPD).

The orbital gap comes out at 6.950 eV. For the highest occupied orbital energy, the calculation gives -2.8 eV. The charge is -1. The calculation puts the molar mass at 121.1 g mol⁻¹. Its structure (SMILES) is CC(C)OP(C)[O-]. The calculation puts the electronic energy at -17694.935 eV. The calculation puts the energy relative to the best compared isomer or geometry (same formula, charge and spin) at 41.85 kJ/mol.

Each line ends with the Löwdin charge.
CARTESIAN COORDINATES (ANGSTROEM)
1 P 2.00 0.13 0.05  0.577
2 O 1.77 0.36 -1.40  -0.562
3 O 0.25 -0.07 0.76  -0.371
4 C -1.92 -0.43 -0.23  -0.075
5 C -0.70 0.48 -0.06  -0.668
6 C -1.10 1.89 0.28  -0.080
7 C 2.40 -1.61 0.27  -0.355
8 H -0.13 2.42 0.53  0.085
9 H -1.71 1.72 1.19  0.072
10 H -1.65 -1.35 -0.65  0.039
11 H 2.87 -1.75 1.27  0.008
12 H 1.77 -2.45 0.14  0.003
13 H -2.61 -0.54 0.78  0.115
14 H -0.27 0.48 -1.01  0.060
15 H -1.61 2.39 -0.59  0.079
16 H 3.28 -1.74 -0.43  0.025
17 H -2.64 0.06 -0.88  0.050